Record 1
Molecular formula: C6H10O
Method: DFT, ωB97M-V/def2-TZVPD

Its SMILES is C=CO.C#C.C=C.

Positions of all 17 atoms, in Å:
C -1.77 -1.03 -0.33
C -1.12 -1.16 0.83
O -1.49 -0.63 2.02
H -2.70 -0.46 -0.41
H -1.37 -1.49 -1.22
H -0.19 -1.70 0.92
H -2.34 -0.17 1.91
C 1.92 -1.07 -0.71
C 2.09 -2.26 -0.70
H 1.73 -0.01 -0.70
H 2.24 -3.31 -0.68
C -0.12 1.99 -0.06
C 1.12 2.44 -0.25
H -0.45 1.61 0.90
H -0.85 1.98 -0.87
H 1.46 2.81 -1.21
H 1.85 2.45 0.56

***

Record 2
Molecular formula: C6H10O
Method: DFT, ωB97M-V/def2-TZVPD

Its SMILES is C[C@H]1CC=CCO1.

Positions of all 17 atoms, in Å:
C 1.96 -0.53 0.54
C 0.74 0.15 -0.01
C 0.20 1.26 -0.91
C -1.30 1.16 -0.59
C -1.84 0.06 -0.02
C -0.96 -1.20 0.23
O 0.11 -1.02 -0.62
H 2.56 0.07 1.23
H 2.59 -0.99 -0.25
H 1.31 -1.26 1.18
H 0.27 0.41 0.95
H 0.42 1.04 -1.96
H 0.57 2.27 -0.68
H -1.89 2.07 -0.71
H -2.89 0.05 0.28
H -0.34 -1.41 1.32
H -1.51 -2.14 0.03

***

Record order is preserved below.
Relative energy (zero: lowest compared OMol25 entry of this formula, charge and spin): 84.5, 64.2 kcal per mole
Record order is preserved below.
HOMO level: -9.0622, -9.3484 eV